#P
Below is an isolated molecule of C4H12N2O, with properties calculated with wB97M-V/def2-TZVPD.

Computed properties:
frontier orbital gap: 0.3601 Ha
multiplicity: 1
LUMO: 0.87 eV
SMILES: CNCCNCO

Atoms and positions in Å:
C -1.73 1.95 0.65
N -1.97 0.54 1.27
C -0.97 -0.54 1.07
C 0.57 -0.16 0.86
N 0.84 0.35 -0.52
C 0.96 -0.89 -1.41
O 2.28 -1.39 -1.85
H -1.80 2.00 -0.52
H -2.60 2.66 0.88
H -0.74 2.31 0.99
H -1.93 0.69 2.30
H -0.91 -1.32 1.87
H -1.19 -1.06 0.19
H 1.49 -0.84 1.02
H 0.71 0.40 1.84
H -0.02 0.78 -0.87
H 0.19 -0.70 -2.24
H 0.89 -1.67 -0.67
H 2.61 -0.50 -2.28

=====

#Q
Below is an isolated molecule of C4H12N2O, with properties calculated with wB97M-V/def2-TZVPD.

Computed properties:
frontier orbital gap: 0.3891 Ha
multiplicity: 1
LUMO: 0.93 eV
SMILES: CCCC(N)(N)O

Atoms and positions in Å:
C -2.01 0.23 0.76
C -0.73 1.06 0.75
C 0.56 0.23 0.81
C 1.03 -0.49 -0.46
N 1.33 0.37 -1.55
N 0.14 -1.44 -1.01
O 2.20 -1.17 -0.17
H -2.87 0.88 0.93
H -2.17 -0.28 -0.20
H -1.99 -0.52 1.55
H -0.73 1.73 -0.11
H -0.76 1.70 1.64
H 1.36 0.91 1.13
H 0.48 -0.50 1.63
H 0.59 1.06 -1.67
H 2.17 0.89 -1.30
H -0.59 -0.96 -1.51
H -0.29 -1.97 -0.25
H 2.28 -1.73 -0.96

=====

Most stable: #Q. Least stable: #P.

=====

#P
Below is an isolated molecule of C4H12N2O, with properties calculated with wB97M-V/def2-TZVPD.

Computed properties:
frontier orbital gap: 0.3376 Ha
multiplicity: 1
LUMO: 0.89 eV
SMILES: NCCNCCO

Atoms and positions in Å:
N 1.93 -1.45 1.06
C 2.00 -0.13 0.39
C 1.50 0.02 -1.05
N 0.03 0.05 -1.01
C -1.06 0.87 -0.57
C -2.00 0.17 0.48
O -3.27 0.74 0.30
H 1.46 -1.29 2.01
H 1.44 -2.21 0.63
H 3.09 -0.11 0.48
H 1.56 0.74 1.02
H 1.89 0.88 -1.59
H 1.73 -0.79 -1.77
H -0.42 -0.34 -1.85
H -0.75 1.77 -0.10
H -1.82 1.01 -1.41
H -2.01 -0.83 0.33
H -1.47 0.32 1.54
H -3.83 0.56 1.10

=====

#Q
Below is an isolated molecule of C4H12N2O, with properties calculated with wB97M-V/def2-TZVPD.

Computed properties:
frontier orbital gap: 0.3502 Ha
multiplicity: 1
LUMO: 0.85 eV
SMILES: NC[C@H](N)CCO

Atoms and positions in Å:
N 2.45 -0.64 -0.32
C 0.93 -0.83 -0.14
C 0.34 0.61 0.00
N 1.19 1.36 1.00
C -1.06 0.47 0.61
C -2.05 -0.46 -0.06
O -1.88 -0.50 -1.53
H 3.01 -1.21 -1.05
H 3.06 -0.54 0.49
H 0.42 -1.32 -1.00
H 0.92 -1.37 0.69
H 0.46 1.13 -0.94
H 0.85 2.25 0.98
H 2.01 1.44 0.45
H -1.50 1.53 0.45
H -1.18 0.31 1.69
H -3.20 -0.31 0.26
H -2.01 -1.59 0.30
H -2.75 -0.33 -1.90

=====

Most stable: #Q. Least stable: #P.

=====

#P
Below is a structure of composition C4H12N2O, with properties calculated with wB97M-V/def2-TZVPD.

Computed properties:
frontier orbital gap: 0.2914 Ha
multiplicity: 1
LUMO: 0.63 eV

Atoms and positions in Å:
C 0.86 1.84 0.32
C -0.93 0.01 0.34
C -1.74 0.22 -0.93
N 1.79 1.41 1.12
H 1.74 1.76 2.07
H 1.96 0.16 0.92
H 0.90 1.57 -0.72
H 0.16 2.63 0.60
H -1.11 0.81 1.06
H -1.22 -0.90 0.87
H -2.82 0.27 -0.76
H -1.46 1.15 -1.43
H -1.58 -0.58 -1.66
N 0.31 -2.38 -0.43
C 0.79 -1.09 -0.24
O 1.75 -0.99 0.64
H 0.26 -2.91 0.42
H -0.53 -2.44 -0.99
H 0.89 -0.55 -1.19

=====

#Q
Below is a cluster of 2 separate species, C4H12N2O in total, with properties calculated with wB97M-V/def2-TZVPD.

Computed properties:
frontier orbital gap: 0.3587 Ha
multiplicity: 1
LUMO: 0.65 eV
SMILES: CNC(C)=O.CN

Atoms and positions in Å:
C 0.19 -2.04 -1.29
N 0.17 -0.62 -0.96
C -0.18 0.31 -1.85
C -0.18 1.74 -1.29
O -0.60 0.05 -2.98
H 0.88 -2.32 -2.16
H 0.47 -2.65 -0.34
H -0.81 -2.42 -1.50
H 0.39 -0.30 -0.04
H 0.42 1.84 -0.36
H -1.24 1.95 -1.07
H 0.23 2.35 -2.06
C -0.50 0.41 2.43
N 0.77 0.15 1.72
H -1.14 -0.54 2.49
H -0.43 0.87 3.44
H -1.10 1.10 1.83
H 1.49 0.86 2.01
H 1.19 -0.74 1.97

=====

#R
Below is an isolated molecule of C4H12N2O, with properties calculated with wB97M-V/def2-TZVPD.

Computed properties:
frontier orbital gap: 0.3738 Ha
multiplicity: 1
LUMO: 0.92 eV
SMILES: NCC[C@@H](N)CO

Atoms and positions in Å:
N 1.41 -2.38 0.62
C 1.05 -1.55 -0.58
C 0.79 -0.06 -0.34
C -0.58 0.32 0.23
N -0.68 0.21 1.73
C -0.88 1.77 -0.13
O -1.23 1.75 -1.52
H 1.36 -3.36 0.37
H 0.84 -2.40 1.44
H 1.93 -1.76 -1.19
H 0.14 -2.00 -0.99
H 1.52 0.28 0.40
H 0.83 0.39 -1.33
H -1.45 -0.27 -0.07
H -0.20 -0.62 1.97
H -0.23 1.01 2.15
H -1.68 2.21 0.48
H -0.01 2.42 0.02
H -0.86 2.50 -1.98

=====

#S
Below is a cluster of 3 separate species, C4H12N2O in total, with properties calculated with wB97M-V/def2-TZVPD.

Computed properties:
frontier orbital gap: 0.3313 Ha
multiplicity: 1
LUMO: 1.03 eV
SMILES: CCCO.C#N.N

Atoms and positions in Å:
C -1.29 -1.35 1.65
C -0.02 -0.58 1.31
C 0.77 -1.27 0.21
O 1.93 -0.54 -0.18
H -1.85 -0.83 2.43
H -1.94 -1.44 0.78
H -1.06 -2.35 2.00
H 0.60 -0.48 2.20
H -0.28 0.43 0.97
H 0.17 -1.37 -0.69
H 1.07 -2.28 0.54
H 2.44 -0.33 0.61
C -1.64 1.83 -1.49
N -0.84 2.08 -0.65
H -2.63 1.65 -1.86
N 0.96 1.81 -1.84
H 1.34 1.03 -1.30
H 1.65 2.55 -1.89
H 0.62 1.43 -2.80

=====

Most stable: #Q. Least stable: #P.

=====

#P
Below is an isolated molecule of C4H12N2O, with properties calculated with wB97M-V/def2-TZVPD.

Computed properties:
frontier orbital gap: 0.3547 Ha
multiplicity: 1
LUMO: 0.93 eV
SMILES: C[C@@H](O)CNCN

Atoms and positions in Å:
C 2.08 1.58 1.13
C 0.74 0.93 0.76
O 0.05 1.92 -0.03
C 0.93 -0.40 0.03
N -0.36 -1.09 -0.04
C -1.49 -0.76 -0.87
N -2.26 -2.04 -1.07
H 2.76 1.02 0.47
H 2.39 1.55 2.21
H 2.06 2.64 0.89
H 0.09 0.80 1.63
H -0.88 1.66 -0.09
H 1.43 -0.26 -0.93
H 1.55 -1.17 0.52
H -0.31 -2.09 -0.16
H -2.05 0.13 -0.55
H -1.15 -0.50 -1.90
H -2.72 -2.24 -0.19
H -2.86 -1.71 -1.82

=====

#Q
Below is a cluster of 2 separate species, C4H12N2O in total, with properties calculated with wB97M-V/def2-TZVPD.

Computed properties:
frontier orbital gap: 0.2880 Ha
multiplicity: 1
LUMO: 0.84 eV
SMILES: CC/C(N)=C/N.O

Atoms and positions in Å:
C -1.94 -1.14 0.72
C -1.78 0.22 0.10
C -0.37 0.80 0.22
N -0.16 1.76 1.22
C 0.47 0.75 -0.82
N 1.69 1.43 -0.91
H -2.95 -1.55 0.54
H -1.83 -1.16 1.80
H -1.33 -1.90 0.28
H -2.46 0.98 0.48
H -1.98 0.23 -0.97
H -0.87 1.82 1.93
H 0.75 1.85 1.66
H 0.27 -0.01 -1.57
H 2.13 1.44 -1.80
H 1.71 2.28 -0.38
O 1.68 -3.08 -0.57
H 1.33 -2.76 -1.41
H 2.50 -2.57 -0.50

=====

#R
Below is a structure of composition C4H12N2O, with properties calculated with wB97M-V/def2-TZVPD.

Computed properties:
frontier orbital gap: 0.3529 Ha
multiplicity: 1
LUMO: 0.83 eV

Atoms and positions in Å:
C 0.25 0.08 0.93
C -1.24 -1.03 -0.72
C 0.20 2.08 -1.35
C 1.23 -1.07 1.11
N -0.74 0.17 -0.08
N 0.48 0.78 -0.77
O -0.99 -0.24 2.18
H -1.35 -1.14 2.20
H 0.96 0.14 -1.40
H 0.54 1.01 1.41
H -1.70 -0.73 -1.66
H -1.97 -1.46 -0.03
H -0.48 -1.79 -0.94
H 1.14 2.59 -1.56
H -0.39 2.01 -2.26
H -0.36 2.66 -0.61
H 1.34 -1.24 2.18
H 2.20 -0.82 0.69
H 0.87 -2.01 0.68

=====

Most stable: #Q. Least stable: #R.